This record from the OMol25 dataset describes a 8-piece molecular cluster, C46H77BN14O8 overall. The level of theory is ωB97M-V with the def2-TZVPD basis set.

Values from the calculation:
E_HOMO (eV): -21.038
E_tot (Eh): -3190.16370
Total charge: +6
Energy relative to the best compared isomer or geometry (same formula, charge and spin) (kJ/mol): 841.65
Maximum force (eV/A): 8.54

Element x y z (Å)
1 O 21.5102 -5.0517 -20.3993
2 C 22.4023 -5.4691 -21.1826
3 O 23.4672 -6.3167 -20.9260
4 B 24.2694 -6.5334 -22.1618
5 O 23.5063 -5.7539 -23.2068
6 C 22.5105 -5.0557 -22.6940
7 O 21.7949 -4.2761 -23.2797
8 O 24.4176 -7.9491 -22.5207
9 C 25.6905 -8.2594 -22.5694
10 O 26.1565 -9.4007 -22.9766
11 C 26.4813 -6.9842 -22.0863
12 O 25.6144 -6.0215 -22.0138
13 O 27.6656 -6.9864 -21.9456
14 C 33.5869 -7.8039 -18.3988
15 C 32.1251 -7.4814 -19.0122
16 N 32.1656 -7.0882 -20.3509
17 C 33.1738 -6.4252 -21.0928
18 C 32.6758 -5.9422 -22.2923
19 N 31.3370 -6.2500 -22.2705
20 C 30.9726 -6.8849 -21.1147
21 C 30.5206 -5.9265 -23.4286
22 H 34.0756 -8.5231 -19.0560
23 H 33.5066 -8.2577 -17.4110
24 H 34.2484 -6.9396 -18.4594
25 H 31.7224 -6.6092 -18.4972
26 H 31.4738 -8.3555 -19.0147
27 H 34.1620 -6.2412 -20.6978
28 H 33.1820 -5.4318 -23.0982
29 H 29.9595 -7.1526 -20.8533
30 H 29.8438 -6.7383 -23.6950
31 H 31.1695 -5.6442 -24.2577
32 H 29.8959 -5.1133 -23.0591
33 C 20.5943 -8.4884 -23.4816
34 C 19.2034 -8.0179 -23.5764
35 N 19.0117 -6.6082 -23.4899
36 C 19.1237 -5.8277 -22.4081
37 C 18.7648 -4.5274 -22.6675
38 N 18.7558 -4.3478 -24.0654
39 C 18.8617 -5.6352 -24.5320
40 C 18.8509 -3.1426 -24.8218
41 H 20.7089 -9.4827 -23.9132
42 H 20.8787 -8.5744 -22.4329
43 H 21.1037 -7.8216 -24.1773
44 H 18.5373 -8.4739 -22.8440
45 H 18.7749 -8.2054 -24.5610
46 H 19.1818 -6.2293 -21.4073
47 H 18.7212 -3.6753 -22.0054
48 H 18.9285 -5.9689 -25.5570
49 H 18.0349 -2.4413 -24.6472
50 H 18.7660 -3.3724 -25.8839
51 H 19.8195 -2.7183 -24.5572
52 C 22.9053 -11.8067 -25.1107
53 C 23.6226 -11.1566 -26.1760
54 N 23.1427 -9.7729 -26.3477
55 C 21.8573 -9.2468 -26.5834
56 C 21.9784 -7.8417 -26.7663
57 N 23.2726 -7.5330 -26.6134
58 C 23.9427 -8.6646 -26.3012
59 C 23.9094 -6.2624 -26.6838
60 H 21.8403 -11.7264 -25.3280
61 H 23.0438 -11.1213 -24.2745
62 H 23.0317 -12.8629 -24.8727
63 H 23.3933 -11.7333 -27.0721
64 H 24.7020 -11.1159 -26.0302
65 H 21.0478 -9.9587 -26.5191
66 H 21.2324 -7.1217 -27.0688
67 H 25.0209 -8.6327 -26.3544
68 H 24.1118 -6.0131 -27.7254
69 H 24.8692 -6.2829 -26.1676
70 H 23.2927 -5.5297 -26.1633
71 C 24.1030 -0.6031 -23.0493
72 C 23.0984 -1.2424 -24.0716
73 N 23.8561 -1.6644 -25.3074
74 C 24.6526 -2.7838 -25.4037
75 C 25.2042 -2.7139 -26.7511
76 N 24.5405 -1.7134 -27.4598
77 C 23.7817 -1.0175 -26.4969
78 C 24.7141 -1.4239 -28.8395
79 H 23.3496 -0.2602 -22.3401
80 H 24.7064 0.1504 -23.5554
81 H 24.7649 -1.2707 -22.4978
82 H 22.2187 -0.6323 -24.2769
83 H 22.5487 -2.0540 -23.5949
84 H 24.8107 -3.3924 -24.5256
85 H 25.9115 -3.3695 -27.2373
86 H 23.1837 -0.1408 -26.6972
87 H 24.5081 -2.3374 -29.3973
88 H 25.6307 -0.9579 -29.2011
89 H 23.8731 -0.8125 -29.1666
90 C 31.6801 -9.4530 -24.8694
91 C 30.7546 -10.5899 -24.6939
92 N 30.1615 -10.5620 -23.5022
93 C 28.9870 -9.9339 -23.1939
94 C 28.7693 -10.1851 -21.8490
95 N 29.6850 -11.0287 -21.2937
96 C 30.6582 -11.1912 -22.3452
97 C 29.6151 -11.6123 -20.0287
98 H 32.1709 -9.5205 -25.8403
99 H 32.4856 -9.3948 -24.1374
100 H 31.1284 -8.5249 -25.0189
101 H 31.3673 -11.4861 -24.7914
102 H 30.0207 -10.6034 -25.4997
103 H 28.5038 -9.3987 -23.9980
104 H 27.9461 -9.7438 -21.3068
105 H 31.5664 -11.7750 -22.3725
106 H 30.4670 -12.2664 -19.8433
107 H 28.6969 -12.1848 -19.8968
108 H 29.7270 -10.8170 -19.2917
109 C 23.6506 -1.7541 -19.5970
110 C 24.1624 -2.2299 -18.2506
111 N 25.2866 -3.0958 -18.4470
112 C 25.2054 -4.4756 -18.6212
113 C 26.5118 -4.8919 -18.9133
114 N 27.3138 -3.7890 -18.8732
115 C 26.5779 -2.7067 -18.4764
116 C 28.7116 -3.8687 -19.3691
117 H 23.0766 -0.8287 -19.5491
118 H 23.0725 -2.5446 -20.0755
119 H 24.4467 -1.5615 -20.3162
120 H 23.3776 -2.6906 -17.6507
121 H 24.4715 -1.4267 -17.5817
122 H 24.3041 -5.0451 -18.4483
123 H 26.8705 -5.8648 -19.2154
124 H 26.9959 -1.7201 -18.6116
125 H 29.1543 -3.8200 -18.3742
126 H 28.9309 -2.8968 -19.8113
127 H 28.9408 -4.7635 -19.9478
128 C 23.6147 -7.9870 -18.0324
129 C 24.5045 -9.1110 -18.6756
130 N 23.9588 -10.0339 -19.7289
131 C 22.7106 -10.1632 -20.2232
132 C 22.7332 -10.9304 -21.3838
133 N 23.9385 -11.6994 -21.2956
134 C 24.6572 -11.1545 -20.2533
135 C 24.4489 -12.7719 -22.2110
136 H 24.1398 -7.0769 -17.7426
137 H 23.0494 -8.2716 -17.1450
138 H 22.8481 -7.5840 -18.6943
139 H 24.9128 -9.6926 -17.8490
140 H 25.3788 -8.6056 -19.0858
141 H 21.9350 -9.4712 -19.9299
142 H 22.0027 -11.1020 -22.1605
143 H 25.6469 -11.5374 -20.0530
144 H 25.0671 -12.3775 -23.0175
145 H 23.7362 -13.5790 -22.3803
146 H 25.1873 -13.3374 -21.6426

Atom charges from the Mulliken analysis, given in e for atoms 1 to 2: -0.632, 0.429